Run w
# C2H11NO3

A cluster of 3 separate species, C2H11NO3 in total (the ωB97M-V functional and the def2-TZVPD basis, the Open Molecules 2025 dataset).

## Properties
net charge = 0
orbital gap = 0.3727 Ha
HOMO = -9.56 eV

Each line ends with the Löwdin charge.
Cartesian coordinates (Å):
C (2.1714, -0.4011, -0.3438)  -0.07
N (2.0262, -0.4387, 1.1696)  -0.10
C (0.7245, -0.8683, 1.4798)  -0.33
O (-0.4951, -0.3540, 0.8151)  -0.09
H (2.3984, -1.3843, -0.6362)  0.06
H (3.1572, -0.0612, -0.4603)  0.06
H (1.3652, 0.1788, -0.8251)  0.09
H (2.4660, 0.3372, 1.6274)  0.10
H (0.6666, -1.9675, 1.0927)  0.14
H (0.5740, -1.0363, 2.5477)  0.11
H (-0.2112, 0.5548, 0.8096)  0.06
O (-2.8729, -1.3993, -0.7518)  -0.08
H (-2.3217, -2.0437, -1.1402)  0.00
H (-2.7310, -1.4846, 0.2431)  0.06
O (-2.2916, 3.4190, -2.2308)  -0.07
H (-2.5322, 2.7070, -1.5527)  0.08
H (-2.0939, 4.2422, -1.8440)  -0.01

=====

Run x
# C2H11NO3

A cluster of 5 separate species, C2H11NO3 in total (the ωB97M-V functional and the def2-TZVPD basis, the Open Molecules 2025 dataset).

## Properties
net charge = 0
orbital gap = 0.0736 Ha
HOMO = -7.88 eV

Each line ends with the Löwdin charge.
Cartesian coordinates (Å):
C (1.8291, 0.5108, -0.2789)  0.14
O (-3.2209, 1.8068, 0.1936)  -0.12
C (3.1688, 0.3580, 0.0058)  -0.07
N (5.2505, 0.9049, -0.4455)  0.12
H (1.6514, 0.5511, -1.3489)  0.08
H (1.0738, 0.7650, 0.4521)  0.09
H (-4.1132, 2.0551, -0.0645)  0.01
H (3.4751, 0.4408, 1.0434)  0.06
H (3.7381, -0.4308, -0.4521)  0.07
H (4.9294, 1.6967, -1.0122)  0.02
H (6.1623, 1.2306, -0.0842)  0.03
H (-2.6305, -1.8694, 0.2881)  -0.05
H (-2.2652, -3.2225, 1.1336)  0.01
O (-1.9912, -2.6429, 0.4225)  -0.11
H (-4.5092, -1.0312, -0.1451)  -0.01
H (-3.2395, 0.8060, 0.1437)  -0.03
O (-3.5940, -0.7489, -0.0447)  -0.25

=====

Energies, relative to the best one, in kcal/mol: run w 0.0; run x 201.9.

=====

Run w
# H5NO2

A cluster of 2 separate species, H5NO2 in total (the ωB97M-V functional and the def2-TZVPD basis, the Open Molecules 2025 dataset).

## Properties
net charge = 0
orbital gap = 0.3978 Ha
HOMO = -9.92 eV

Each line ends with the Löwdin charge.
Cartesian coordinates (Å):
O (-1.4836, 0.8492, 0.1027)  -0.10
O (-0.6341, 1.8574, -0.2594)  -0.08
H (-0.8926, 0.2898, 0.6211)  0.07
H (-1.3120, 2.4480, -0.5553)  0.08
N (1.2826, -1.5136, -0.1391)  -0.01
H (1.4663, -1.6532, 0.8767)  0.02
H (1.2723, -0.5087, -0.1952)  -0.02
H (0.3011, -1.7689, -0.4514)  0.04

=====

Run x
# H5NO2

A cluster of 2 separate species, H5NO2 in total (the ωB97M-V functional and the def2-TZVPD basis, the Open Molecules 2025 dataset).

## Properties
net charge = 0
orbital gap = 0.3832 Ha
HOMO = -9.47 eV

Each line ends with the Löwdin charge.
Cartesian coordinates (Å):
O (1.1018, 1.0818, 0.9809)  -0.12
O (0.0273, 1.9289, 0.7067)  -0.13
H (0.5404, 0.5252, 1.6124)  0.12
H (0.2590, 2.6179, 0.0446)  0.10
N (-0.5141, -1.2476, -0.8613)  -0.04
H (-0.8482, -1.5898, -1.7889)  0.01
H (0.4642, -1.6345, -0.6360)  0.04
H (-1.0303, -1.6820, -0.0585)  0.01

=====

Energies, relative to the best one, in kcal/mol: run w 0.0; run x 6.2.

=====

Run w
# C2H8NO2

The ion C2H8NO2 with charge +1 (the ωB97M-V functional and the def2-TZVPD basis, the Open Molecules 2025 dataset).

## Properties
net charge = +1
orbital gap = 0.4499 Ha
HOMO = -15.67 eV

Each line ends with the Löwdin charge.
Cartesian coordinates (Å):
N (0.4121, 1.3014, -0.1630)  0.24
C (0.5527, -0.1060, 0.3318)  -0.37
O (1.7342, -0.5751, -0.1793)  0.04
C (-0.7047, -0.8564, -0.1261)  -0.17
O (-1.7709, 0.0654, -0.0495)  -0.06
H (0.9061, 1.9887, 0.4137)  0.18
H (-0.6182, 1.4731, -0.1797)  0.16
H (0.7960, 1.3414, -1.1200)  0.19
H (0.6271, -0.0048, 1.6459)  0.25
H (2.0953, -1.3248, 0.3110)  0.14
H (-0.5420, -1.1877, -1.1631)  0.14
H (-0.8785, -1.7358, 0.4997)  0.14
H (-2.6092, -0.3792, -0.2215)  0.13

=====

Run x
# C2H8NO2

A cluster of 2 separate species, C2H8NO2 in total (the ωB97M-V functional and the def2-TZVPD basis, the Open Molecules 2025 dataset).

## Properties
net charge = +1
orbital gap (spin up / spin down) = 0.3755 / 0.1622 Ha
HOMO (spin up / spin down) = -14.37 / -10.00 eV

Each line ends with the Löwdin charge.
Cartesian coordinates (Å):
C (1.3111, -1.6931, -1.4379)  -0.08
C (-0.6646, 1.2427, 0.5830)  -0.11
N (-1.2512, 0.6773, 1.8312)  0.16
O (2.3366, -0.9748, -1.8477)  -0.03
O (0.4394, 0.6536, -0.0719)  -0.04
H (0.4261, -1.3223, -1.7397)  0.02
H (1.4256, -2.4825, -0.8006)  0.04
H (-1.5979, 1.3290, -0.0550)  0.14
H (-0.4801, 0.3559, 2.4551)  0.18
H (-1.8069, -0.1824, 1.4788)  0.21
H (-1.8945, 1.3901, 2.3422)  0.22
H (2.1211, -0.4784, -2.6689)  0.13
H (1.1681, 1.3064, -0.3408)  0.17

=====

Energies, relative to the best one, in kcal/mol: run w 0.0; run x 113.9.

=====

Run w
# C5H9NO6

A cluster of 2 separate species, C5H9NO6 in total (the ωB97M-V functional and the def2-TZVPD basis, the Open Molecules 2025 dataset).

## Properties
net charge = 0
orbital gap (spin up / spin down) = 0.2725 / 0.2790 Ha
HOMO (spin up / spin down) = -10.01 / -10.09 eV

Each line ends with the Löwdin charge.
Cartesian coordinates (Å):
C (1.9885, -0.2147, -0.7440)  0.01
C (0.6147, 0.0105, -0.1130)  -0.56
C (-0.5689, -0.2330, -1.1617)  -0.14
O (-1.6820, 0.2157, -1.2128)  0.13
C (0.5384, 1.2768, 0.7881)  -0.31
C (-0.8539, 1.6680, 1.3112)  -0.23
O (-0.7117, 2.3729, 2.5069)  -0.04
O (1.3983, 0.9996, 1.8498)  0.00
O (0.1673, -1.0367, 0.5446)  0.07
O (-2.1905, -3.4970, -3.1237)  0.08
N (-1.7164, -3.4107, -1.9973)  -0.14
O (-1.6852, -4.2379, -1.0946)  0.08
H (2.2872, 0.6291, -1.3759)  0.10
H (2.7325, -0.3368, 0.0514)  0.10
H (1.9721, -1.1502, -1.3120)  0.09
H (-0.2089, -1.0036, -1.8913)  0.14
H (0.9319, 2.1395, 0.2273)  0.16
H (-1.3288, 2.2927, 0.5371)  0.13
H (-1.4351, 0.7485, 1.4795)  0.13
H (-1.5841, 2.7349, 2.7284)  0.10
H (1.3346, 0.0324, 2.0019)  0.11

=====

Run x
# C5H9NO6

An isolated molecule of C5H9NO6 (the ωB97M-V functional and the def2-TZVPD basis, the Open Molecules 2025 dataset).

## Properties
net charge = 0
orbital gap = 0.3539 Ha
HOMO = -9.67 eV

Each line ends with the Löwdin charge.
Cartesian coordinates (Å):
C (-2.8655, 0.5742, 0.4805)  0.07
C (-1.8425, 0.0138, -0.1330)  -0.33
C (-2.0055, -1.2702, -0.8626)  -0.06
C (-0.4695, 0.6305, -0.0045)  -0.34
O (-0.5169, 2.0542, -0.0059)  -0.02
C (0.2874, 0.1437, 1.2340)  -0.12
O (1.6563, 0.2849, 1.0305)  -0.04
O (2.0034, -0.3304, -0.2437)  -0.04
O (3.1547, 0.2989, -0.8248)  0.11
N (4.2348, -0.3831, -0.3772)  -0.40
O (5.3392, -0.1228, -0.8388)  0.12
O (4.0818, -1.2500, 0.4807)  0.11
H (-2.7430, 1.4873, 1.0283)  0.07
H (-3.8430, 0.1399, 0.4426)  0.07
H (-1.0831, -1.5711, -1.3593)  0.08
H (-2.2885, -2.0729, -0.1802)  0.09
H (-2.7808, -1.1862, -1.6244)  0.09
H (0.1376, 0.3307, -0.8739)  0.14
H (-0.5621, 2.4121, -0.9166)  0.12
H (0.0031, 0.7325, 2.1115)  0.16
H (0.1019, -0.9157, 1.4368)  0.14

=====

Energies, relative to the best one, in kcal/mol: run w 0.0; run x 81.8.

=====

Run w
# C2H3BrF2S

An isolated molecule of C2H3BrF2S (the ωB97M-V functional and the def2-TZVPD basis, the Open Molecules 2025 dataset).

## Properties
net charge = 0
orbital gap = 0.3639 Ha
HOMO = -9.33 eV

Each line ends with the Löwdin charge.
Cartesian coordinates (Å):
F (-0.3810, -0.4838, 1.7482)  -0.05
C (0.5933, -0.2973, 0.7658)  -0.92
F (1.3942, -1.3341, 0.8972)  0.02
Br (1.6446, 1.2773, 0.9892)  0.78
C (-0.2315, -0.1993, -0.9226)  -0.56
S (-1.8279, 0.3054, -0.6153)  0.74
H (0.3347, 0.5304, -1.5436)  0.05
H (-0.1752, -1.1606, -1.4140)  0.05
H (-1.3512, 1.3620, 0.0951)  -0.10

=====

Run x
# C2H3BrF2S

A cluster of 2 separate species, C2H3BrF2S in total (the ωB97M-V functional and the def2-TZVPD basis, the Open Molecules 2025 dataset).

## Properties
net charge = 0
orbital gap = 0.3423 Ha
HOMO = -9.03 eV

Each line ends with the Löwdin charge.
Cartesian coordinates (Å):
C (0.9700, -0.0565, -0.3092)  -0.51
C (-1.1183, -0.5874, 0.0511)  -0.82
F (-1.5433, -1.2381, -1.0701)  -0.02
F (-1.2947, -1.4323, 1.0438)  0.03
S (1.1356, 1.6496, -0.3170)  0.66
Br (-2.1105, 1.0933, 0.3222)  0.65
H (1.7363, -0.4138, 0.4704)  0.06
H (0.9840, -0.5920, -1.2506)  0.03
H (1.2408, 1.5772, 1.0595)  -0.08

=====

Energies, relative to the best one, in kcal/mol: run w 0.0; run x 26.9.